Entry 1:
The following is a DFT calculation (ωB97M-V/def2-TZVPD) of 8 unconnected molecules or ions with the total composition C38H88Cl4 in a non-equilibrium geometry.

```
130
Properties=species:S:1:pos:R:3:lowdin_charge:R:1
C 5.164 -2.869 -2.160 -0.0951
C 4.545 -3.307 -0.779 -0.2636
C 5.600 -3.040 0.288 -0.2650
C 5.171 -3.425 1.671 -0.2521
C 6.046 -2.956 2.873 -0.2748
C 5.824 -3.796 4.115 -0.1430
H 5.475 -3.751 -2.752 0.0751
H 5.989 -2.186 -1.958 0.0660
H 4.459 -2.409 -2.786 0.0329
H 3.700 -2.660 -0.631 0.0383
H 4.243 -4.369 -0.743 0.1088
H 5.785 -1.925 0.289 0.1283
H 6.566 -3.574 -0.004 0.1383
H 4.222 -2.903 1.869 0.1071
H 4.946 -4.479 1.745 0.1065
H 7.155 -3.028 2.584 0.1248
H 5.771 -1.898 3.094 0.1021
H 4.727 -3.740 4.406 0.0768
H 6.112 -4.835 3.978 0.0597
H 6.517 -3.507 4.969 0.0864
C 5.133 2.870 -0.304 -0.1134
C 3.890 2.380 -1.083 -0.2589
C 3.126 3.494 -1.837 -0.2102
C 2.223 2.950 -2.979 -0.2267
C 1.504 4.104 -3.632 -0.2582
C 2.439 5.172 -4.280 -0.0999
H 5.862 3.469 -0.866 0.0621
H 5.772 2.062 0.053 0.0581
H 4.835 3.563 0.515 0.0776
H 4.103 1.584 -1.783 0.0931
H 3.219 1.907 -0.375 0.0591
H 3.828 4.278 -2.232 0.1054
H 2.459 4.051 -1.111 0.1280
H 2.918 2.479 -3.636 0.1022
H 1.554 2.215 -2.603 0.0677
H 0.845 3.734 -4.444 0.0994
H 0.940 4.608 -2.844 0.1003
H 2.979 4.753 -5.107 0.0641
H 1.848 6.064 -4.605 0.0846
H 3.175 5.536 -3.631 0.0262
C -2.428 3.868 -4.080 -0.1059
C -3.467 3.416 -3.034 -0.2660
C -4.615 4.394 -2.996 -0.2526
C -5.595 4.309 -4.138 -0.2437
C -6.824 3.486 -3.728 -0.2546
C -7.737 3.440 -4.972 -0.1144
H -2.923 4.010 -5.036 0.0573
H -1.596 3.209 -4.410 0.0654
H -1.943 4.776 -3.725 0.0692
H -3.817 2.426 -3.311 0.0848
H -3.011 3.283 -2.046 0.0918
H -4.183 5.428 -2.986 0.1176
H -5.232 4.303 -2.039 0.1273
H -5.977 5.303 -4.381 0.1094
H -5.046 3.946 -5.042 0.1184
H -6.475 2.491 -3.516 0.0913
H -7.374 3.835 -2.868 0.1034
H -7.159 3.059 -5.814 0.0717
H -8.661 2.908 -4.863 0.0549
H -8.028 4.463 -5.191 0.0655
C 2.161 -1.694 7.530 -0.1386
C 2.039 -2.031 6.086 -0.2786
C 0.976 -3.144 5.846 -0.2327
C 0.535 -3.305 4.411 -0.2701
C -0.304 -2.162 3.876 -0.2627
C -0.587 -2.501 2.418 -0.1190
H 2.762 -2.456 8.099 0.0904
H 1.196 -1.663 8.029 0.0667
H 2.685 -0.775 7.767 0.0641
H 1.762 -1.165 5.420 0.1006
H 3.024 -2.367 5.734 0.0940
H 0.018 -2.823 6.398 0.1241
H 1.258 -4.052 6.457 0.1242
H 1.408 -3.424 3.725 0.1201
H -0.069 -4.252 4.427 0.1257
H -1.183 -2.143 4.551 0.1190
H 0.282 -1.218 4.053 0.0989
H 0.344 -2.593 1.898 0.0396
H -1.030 -3.530 2.403 0.0958
H -1.111 -1.740 1.895 0.0318
C -4.550 -1.009 -4.359 -0.1325
C -4.330 -1.886 -3.139 -0.2929
C -4.869 -1.205 -1.888 -0.2354
C -5.137 -2.072 -0.701 -0.2710
C -4.019 -2.615 0.077 -0.2778
C -4.464 -3.085 1.434 -0.1139
H -4.011 -0.011 -4.204 0.0878
H -5.628 -0.885 -4.554 0.0726
H -4.179 -1.560 -5.237 0.0693
H -4.934 -2.812 -3.316 0.1188
H -3.286 -2.221 -3.179 0.0980
H -5.786 -0.791 -2.316 0.1080
H -4.230 -0.355 -1.620 0.1072
H -5.749 -1.499 -0.025 0.1112
H -5.817 -2.827 -1.109 0.1228
H -3.530 -3.394 -0.593 0.1414
H -3.348 -1.824 0.300 0.0846
H -3.801 -3.880 1.758 0.0607
H -4.504 -2.373 2.243 0.0735
H -5.403 -3.617 1.433 0.0696
C 3.245 0.910 2.780 -0.0841
C 1.804 0.938 2.243 -0.3055
C 0.806 1.779 2.989 -0.2449
C -0.564 1.591 2.442 -0.2461
C -1.681 2.520 2.956 -0.2260
C -2.938 2.348 2.031 -0.1141
H 3.260 0.631 3.837 0.0631
H 3.688 1.841 2.609 0.0358
H 3.923 0.142 2.239 0.0914
H 1.819 1.232 1.204 0.0481
H 1.445 -0.088 2.114 0.0742
H 1.160 2.834 3.058 0.1311
H 0.802 1.507 4.065 0.1170
H -0.475 1.803 1.343 0.0992
H -0.870 0.554 2.383 0.0932
H -2.011 2.239 3.927 0.0854
H -1.360 3.548 3.058 0.1025
H -2.746 2.715 0.966 0.0772
H -3.424 1.306 1.988 0.0910
H -3.740 2.979 2.304 0.0297
C 1.082 -4.777 -2.414 -0.8949
Cl 0.495 -4.208 -0.811 0.5212
Cl 0.159 -4.021 -3.810 0.4605
H 2.091 -4.419 -2.544 0.0037
H 0.917 -5.844 -2.484 0.0232
C -0.119 -0.961 -1.132 -0.9685
Cl 1.621 -0.752 -0.768 0.5511
Cl -0.889 0.627 -1.484 0.5151
H -0.121 -1.539 -2.017 -0.0408
H -0.541 -1.445 -0.209 0.0073
```

Computed properties:
E_HOMO	-10.58	eV



Entry 2:
The following is a DFT calculation (ωB97M-V/def2-TZVPD) of 2 unconnected molecules or ions with the total composition C2H7N2O in a non-equilibrium geometry.

```
12
Properties=species:S:1:pos:R:3:nbo_charge:R:1
C -0.774 1.940 -0.398 -0.2358
O -0.852 0.832 -1.243 -0.7924
H -1.311 2.739 -0.913 0.1459
H -1.175 1.726 0.602 0.1506
H 0.260 2.250 -0.236 0.1574
N 0.391 -1.821 1.387 -0.9533
C 0.871 -0.930 0.377 -0.0590
N 1.023 -1.566 -0.751 -0.9222
H -0.191 -1.465 2.102 0.3585
H 0.663 -2.795 1.329 0.3382
H -0.403 0.048 -0.842 0.5023
H 1.498 -0.957 -1.415 0.3097
```

Computed properties:
ΔE to the lowest compared entry with this formula, charge and spin	1.609	eV
E_HOMO	-1.89	eV
charge	-1



Entry 3:
The following is a DFT calculation (ωB97M-V/def2-TZVPD) of 2 unconnected molecules or ions with the total composition CH5IOSi in a non-equilibrium geometry.

```
9
Properties=species:S:1:pos:R:3:nbo_charge:R:1
C -1.320 0.234 0.674 -0.2408
O -0.679 0.859 -0.313 -0.7650
Si 1.380 -0.145 -1.011 1.0700
I 2.344 -0.668 1.162 -0.1177
H -2.220 0.675 1.123 0.1779
H -0.827 -0.029 1.695 0.1133
H -1.533 -0.832 0.442 0.1244
H 1.747 0.985 -1.771 -0.1749
H 1.107 -1.078 -2.001 -0.1873
```

Computed properties:
ΔE to the lowest compared entry with this formula, charge and spin	4.315	eV
E_HOMO	-8.70	eV



Entry 4:
The following is a DFT calculation (ωB97M-V/def2-TZVPD) of a gas-phase ion, C3H8N5 (charge +1) in a non-equilibrium geometry.

```
16
Properties=species:S:1:pos:R:3:nbo_charge:R:1
C -2.141 0.377 0.255 0.1813
C -0.003 0.232 0.140 0.4005
C 1.417 -0.248 -0.127 -0.2908
N -1.760 1.598 0.149 -0.1967
N -0.386 1.502 0.154 -0.3082
N -1.183 -0.525 0.094 -0.1424
N -1.273 -1.868 -0.035 -0.6056
N 2.195 0.989 -0.017 -0.8246
H -3.241 0.054 0.195 0.2529
H 1.640 -1.128 0.561 0.2165
H 1.536 -0.661 -1.173 0.2469
H -0.261 -2.300 -0.223 0.4061
H -1.981 -2.223 -0.558 0.4031
H 2.151 1.184 1.035 0.3817
H 0.211 2.312 -0.032 0.4784
H 3.080 0.702 -0.419 0.4009
```

Computed properties:
ΔE to the lowest compared entry with this formula, charge and spin	2.085	eV
E_HOMO	-14.25	eV
charge	+1



Entry 5:
The following is a DFT calculation (ωB97M-V/def2-TZVPD) of 10 unconnected molecules or ions with the total composition C9H36N9O12 in a non-equilibrium geometry.

```
66
Properties=species:S:1:pos:R:3:nbo_charge:R:1
N 0.405 0.358 0.591 0.7314
O -0.276 1.213 0.020 -0.5300
O -0.004 -0.071 1.715 -0.5718
O 1.509 0.049 0.157 -0.5276
C -0.616 -2.684 -1.239 -0.2600
O -1.589 -2.812 -2.264 -0.7356
H -0.990 -2.062 -0.426 0.1840
H -0.358 -3.636 -0.775 0.1608
H 0.289 -2.306 -1.714 0.1794
H -1.326 -3.557 -2.809 0.4733
C -1.605 -3.201 2.572 -0.2462
O -0.506 -4.037 2.835 -0.7212
H -1.175 -2.668 1.724 0.1608
H -2.442 -3.793 2.203 0.1603
H -1.833 -2.517 3.389 0.1878
H -0.356 -4.445 1.979 0.4598
C 0.147 4.880 -0.806 -0.2406
O 0.825 3.857 -0.154 -0.7446
H -0.533 4.455 -1.544 0.1651
H -0.511 5.509 -0.206 0.1554
H 0.815 5.525 -1.377 0.1605
H 0.373 3.015 -0.248 0.4931
C -3.620 -0.578 -0.734 -0.2374
O -3.290 -0.464 -2.088 -0.7536
H -2.753 -0.376 -0.105 0.1537
H -4.348 0.222 -0.595 0.1944
H -3.980 -1.594 -0.572 0.1569
H -2.544 -0.990 -2.385 0.4932
C 3.270 0.748 -2.732 -0.2382
O 2.031 1.306 -2.482 -0.7619
H 3.683 1.161 -3.653 0.1763
H 3.866 0.890 -1.831 0.1726
H 3.276 -0.330 -2.890 0.1469
H 1.772 1.052 -1.593 0.4999
C 2.855 -3.117 0.824 0.7472
O 3.718 -3.914 1.144 -0.6974
N 2.927 -2.447 -0.312 -0.8552
N 1.900 -2.718 1.607 -0.8272
H 3.650 -2.608 -0.998 0.3912
H 2.411 -1.592 -0.461 0.4020
H 1.095 -2.200 1.286 0.4010
H 1.964 -3.157 2.515 0.4207
C 2.873 -0.123 4.016 0.7369
O 3.658 -0.607 4.740 -0.6906
N 1.588 -0.302 4.065 -0.8456
N 3.215 0.649 3.086 -0.8056
H 1.077 -0.014 3.243 0.4034
H 1.170 -0.904 4.760 0.3948
H 2.541 1.059 2.455 0.3861
H 4.204 0.788 2.940 0.4001
C -3.312 2.285 2.043 0.7454
O -4.226 2.994 2.387 -0.7065
N -2.570 1.627 2.821 -0.8200
N -2.945 2.130 0.775 -0.8613
H -1.806 1.063 2.477 0.4040
H -2.792 1.529 3.802 0.3955
H -3.444 2.692 0.101 0.4066
H -2.066 1.640 0.681 0.4081
C -1.117 1.573 -4.297 0.7542
O -2.162 1.593 -4.899 -0.6831
N -0.936 0.993 -3.117 -0.8680
N -0.064 2.263 -4.647 -0.8384
H -1.774 0.790 -2.591 0.4193
H -0.027 1.045 -2.678 0.3984
H -0.033 2.699 -5.558 0.3860
H 0.823 2.169 -4.173 0.4014
```

Computed properties:
ΔE to the lowest compared entry with this formula, charge and spin	2.525	eV
E_HOMO	-7.21	eV
charge	-1



| no. | HOMO-LUMO gap (eV) | E_tot (eV) | lowest unoccupied orbital energy (eV) |
| --- | --- | --- | --- |
| 1 | 11.1 | -90921.6210 | 0.50 |
| 2 | 6.2 | -7213.7710 | 4.34 |
| 3 | 8.2 | -19141.6687 | -0.49 |
| 4 | 10.7 | -10682.3953 | -3.60 |
| 5 | 9.4 | -47898.0776 | 2.20 |